A structure of composition C3F4IN in a non-equilibrium geometry. Source: the OMol25 dataset; level of theory: ωB97M-V/def2-TZVPD.

Structure (XYZ):
```
9
Properties=species:S:1:pos:R:3:lowdin_charge:R:1
C 1.141 -0.553 0.544 -0.219
I -0.863 -2.706 -0.463 1.139
F 0.003 0.977 1.815 0.131
F 0.225 1.551 -0.198 0.194
C 0.290 0.554 0.592 -0.429
F -2.469 -0.799 0.838 -0.026
C -1.518 -0.816 -0.133 -0.883
F -1.976 -0.135 -1.136 0.048
N 1.519 -1.632 0.342 0.046
```

Properties
maximum force = 4.3 eV/A
Kohn-Sham gap (alpha / beta) = 8.75 / 8.75 eV
E_tot = -23567.461 eV
HOMO energy (alpha / beta) = -9.50 / -9.50 eV
molecular weight = 252.94 g mol⁻¹